1.
Here is a structure of composition C52H29Cl4FeN4O4 at a distorted geometry from OMol25. Energies are from wB97M-V/def2-TZVPD.

Energy = -153024.2266 eV
2S+1 = 6
Charge = 0
Kohn-Sham gap (spin up / spin down) = 5.44 / 5.39 eV
<S²> = 8.76
E_LUMO (spin up / spin down) = -1.67 / -1.84 eV

CARTESIAN COORDINATES (ANGSTROEM)
Fe1 0.1690 -0.2946 0.7127
Cl1 -7.7339 0.1102 -4.3777
C1 -6.3356 0.0472 -3.3676
C2 -5.0871 -0.1546 -3.9380
C3 -3.9664 -0.1730 -3.1311
C4 -4.0807 -0.0163 -1.7496
C5 -5.3488 0.1486 -1.1931
C6 -6.4724 0.1995 -1.9960
C7 -2.8754 -0.0104 -0.9109
C8 -2.7559 -0.9553 0.1151
C9 -3.7262 -1.9520 0.4038
C10 -3.2950 -2.5990 1.5287
C11 -2.0577 -2.0023 1.8960
C12 -1.3667 -2.3432 3.0743
C13 -2.1879 -2.9979 4.1024
C14 -3.3520 -2.3335 4.5017
C15 -4.1990 -2.8724 5.4470
C16 -3.8941 -4.1132 5.9901
Cl2 -4.9650 -4.8142 7.1487
C17 -2.7383 -4.7871 5.6212
C18 -1.8858 -4.2238 4.6876
C19 -0.0692 -1.9216 3.3745
N1 0.6961 -1.1021 2.5955
C20 1.7914 -0.7744 3.3484
C21 2.7488 0.1838 3.0044
C22 3.7480 0.5997 3.9986
C23 3.7962 1.9551 4.3387
C24 4.6641 2.4280 5.3009
C25 5.5243 1.5394 5.9298
Cl3 6.5977 2.1176 7.1524
C26 5.5133 0.1928 5.5972
C27 4.6265 -0.2714 4.6419
C28 2.7532 0.8940 1.7862
C29 3.8771 1.6317 1.3363
C30 3.5560 2.1343 0.1044
C31 2.2103 1.7575 -0.1529
N2 1.7519 0.9592 0.8617
C32 1.4185 2.2299 -1.2200
C33 0.0453 1.9453 -1.3492
C34 -0.8452 2.6274 -2.2334
C35 -2.0541 2.0012 -2.1380
C36 -1.8953 0.9435 -1.1981
N3 -0.6354 0.9802 -0.6688
C37 1.9950 3.0945 -2.2504
C38 2.7849 4.2065 -1.9525
C39 3.2658 5.0254 -2.9551
C40 2.9423 4.7621 -4.2782
Cl4 3.4810 5.8216 -5.5310
C41 2.1541 3.6668 -4.5996
C42 1.7034 2.8366 -3.5959
C43 1.7385 -1.4466 4.6078
C44 0.5794 -2.1605 4.6233
N4 -1.7168 -1.0326 1.0018
H1 -4.9952 -0.2889 -5.0043
H2 -2.9887 -0.3321 -3.5613
H3 -5.4544 0.2664 -0.1253
H4 -7.4521 0.3679 -1.5754
H5 -4.6025 -2.1516 -0.1829
H6 -3.7600 -3.4198 2.0405
H7 -3.5790 -1.3746 4.0620
H8 -5.0942 -2.3469 5.7476
H9 -2.5227 -5.7560 6.0472
H10 -0.9996 -4.7566 4.3797
H11 3.1159 2.6373 3.8534
H12 4.6743 3.4754 5.5628
H13 6.2002 -0.4837 6.0833
H14 4.6349 -1.3171 4.3757
H15 4.8045 1.7327 1.8616
H16 4.1968 2.6894 -0.5505
H17 -0.6096 3.4860 -2.8322
H18 -2.9682 2.2431 -2.6454
H19 2.9787 4.4622 -0.9218
H20 3.8597 5.8908 -2.7097
H21 1.8737 3.4824 -5.6247
H22 1.1074 1.9712 -3.8443
H23 2.4643 -1.3598 5.3930
H24 0.1922 -2.7687 5.4169
O1 -0.8528 -2.3716 -1.3990
C45 0.1695 -1.7886 -1.7550
O2 1.0363 -1.3413 -0.9230
C46 0.4081 -1.5319 -3.2217
C47 -0.5918 -1.8902 -4.1201
C48 -0.4842 -1.6301 -5.4802
C49 0.6686 -1.0145 -5.9029
O3 1.0332 -0.6632 -7.1716
C50 2.2542 0.0319 -7.0392
O4 2.6965 -0.0497 -5.7041
C51 1.6793 -0.6545 -5.0070
C52 1.5825 -0.9062 -3.6608
H25 -1.4729 -2.3862 -3.7419
H26 -1.2613 -1.8872 -6.1783
H27 2.0941 1.0909 -7.3106
H28 3.0070 -0.4061 -7.7085
H29 2.3628 -0.6408 -2.9642

Cartesian forces (eV/Å) of the 3 atoms listed first:
Fe 0.70 -1.48 -1.38
Cl -0.20 0.00 -0.14
C 0.28 -0.03 0.16

---

2.
Here is the molecule C26H23Cl2N3O3S2 at a distorted geometry from OMol25. Energies are from wB97M-V/def2-TZVPD.

Energy = -84664.3101 eV
SMILES = O=C(Nc1nc(-c2ccccc2)c(-c2ccccc2)s1)c1ccc(S(=O)(=O)N(CCCl)CCCl)cc1
Charge = 0
Kohn-Sham gap = 8.21 eV
E_LUMO = 0.03 eV

CARTESIAN COORDINATES (ANGSTROEM)
O1 1.0621 -0.8473 5.8100
C1 1.0844 -0.7336 4.6098
N1 1.9058 -1.5252 3.8374
C2 1.8196 -1.6967 2.4801
N2 0.8241 -1.3551 1.7475
C3 1.0007 -1.6846 0.4358
C4 -0.0753 -1.3728 -0.5021
C5 -1.3902 -1.3921 -0.0397
C6 -2.4394 -1.1599 -0.9087
C7 -2.1895 -0.8973 -2.2462
C8 -0.8814 -0.8325 -2.7021
C9 0.1724 -1.0622 -1.8378
C10 2.1876 -2.3189 0.1532
C11 2.6739 -2.9155 -1.0812
C12 4.0136 -2.7880 -1.4421
C13 4.4831 -3.3704 -2.6042
C14 3.6258 -4.0963 -3.4138
C15 2.2961 -4.2439 -3.0515
C16 1.8199 -3.6630 -1.8927
S1 3.1363 -2.4700 1.6111
C17 0.3260 0.2955 3.8373
C18 1.0455 1.3356 3.2552
C19 0.3781 2.3263 2.5609
C20 -0.9972 2.2546 2.4404
S2 -1.8452 3.5009 1.4804
O2 -3.1356 3.7664 2.0403
O3 -0.9673 4.6209 1.2739
N3 -2.1271 2.6894 0.0160
C21 -0.9559 2.0804 -0.5703
C22 0.0814 3.0611 -1.1204
Cl1 1.6158 2.1963 -1.3327
C23 -3.0016 3.4603 -0.8458
C24 -3.7260 2.5943 -1.8662
Cl2 -2.7515 2.3479 -3.3370
C25 -1.7257 1.2398 3.0289
C26 -1.0602 0.2612 3.7480
H1 2.5390 -2.1350 4.3421
H2 -1.5725 -1.6051 1.0024
H3 -3.4555 -1.1955 -0.5430
H4 -3.0070 -0.7337 -2.9324
H5 -0.6835 -0.5975 -3.7371
H6 1.1881 -0.9948 -2.1952
H7 4.6812 -2.2207 -0.8094
H8 5.5218 -3.2586 -2.8771
H9 3.9932 -4.5516 -4.3211
H10 1.6272 -4.8209 -3.6725
H11 0.7871 -3.7894 -1.6043
H12 2.1204 1.3688 3.3496
H13 0.9028 3.1536 2.1101
H14 -1.2766 1.4030 -1.3639
H15 -0.4982 1.4734 0.2144
H16 -0.2030 3.4471 -2.0994
H17 0.2516 3.8820 -0.4235
H18 -2.4682 4.2775 -1.3487
H19 -3.7418 3.8991 -0.1719
H20 -4.6458 3.0782 -2.1918
H21 -3.9392 1.6108 -1.4500
H22 -2.7985 1.2406 2.9238
H23 -1.6062 -0.5365 4.2270

Cartesian forces (eV/Å) of the 3 atoms listed first:
O -0.11 0.02 0.10
C -0.05 0.04 -0.07
N 0.48 -0.24 0.52

---

It is found that the energy above the lowest of the compared OMol25 structures with the same formula, charge and spin values, taken in the order of the records, are 56.6, 0.0 kJ/mol.